This record from OMol25 describes an isolated molecule of C7H8S in a non-equilibrium geometry. The level of theory is ωB97M-V/def2-TZVPD.

Calculated values
structure (SMILES) = C=C1C(=S)C(C)=C1C
energy relative to the best compared isomer or geometry (same formula, charge and spin) = 65.62 kcal/mol
multiplicity = 1
LUMO energy = -0.104 eV
largest force on an atom = 4.684 eV/Å
frontier orbital gap = 0.30489 Eh
HOMO level = -8.40 eV
charge = 0

Geometry as XYZ:
```
16
Properties=species:S:1:pos:R:3:forces:R:3:lowdin_charge:R:1
C 0.321667 -0.271622 -0.069909 -0.157 2.096 0.115 -0.26
C -0.177021 0.988970 -0.112366 -4.119 -2.188 -0.437 -0.11
C -0.924462 -1.054619 -0.220968 1.147 1.309 0.164 -0.34
C -1.784527 0.176619 -0.316616 3.001 1.174 0.680 -0.65
C -1.192611 -2.321279 -0.069801 -2.417 -1.082 0.328 0.06
C 1.749551 -0.588784 0.126506 0.217 -2.562 1.210 -0.04
C 0.362981 2.357518 0.058158 -1.313 0.651 -0.303 -0.06
S -3.349670 0.447861 -0.278628 0.173 0.186 -0.200 0.72
H -2.256513 -2.635668 -0.082299 0.739 0.220 -0.176 0.08
H -0.521281 -3.074108 0.262362 0.832 -0.339 -0.132 0.06
H 1.898455 -1.598728 -0.341748 0.237 0.562 0.873 0.09
H 2.095845 -0.577434 1.232678 -0.660 -0.227 -1.781 0.12
H 2.394130 0.037231 -0.430466 0.543 1.048 -0.459 0.06
H 1.043971 2.287612 0.915892 0.432 0.557 -0.639 0.08
H -0.396161 3.182585 0.272318 0.635 -1.464 -0.045 0.10
H 0.735647 2.643839 -0.945108 0.711 0.058 0.801 0.09
```
Forces are in eV/Å.